Entry 1:
The following is a DFT calculation (ωB97M-V with the def2-TZVPD basis set) of a molecular structure, C30H55F13I2NO7S7.

Computed properties:
- orbital gap (eV) = 7.1
- highest occupied orbital energy (eV) = -10.2
- net charge = +1

CARTESIAN COORDINATES (ANGSTROEM)
C: -2.83603 0.39206 -0.52869
C: -3.04093 0.64570 -2.01554
I: -5.08830 0.33758 -2.56366
C: -2.46195 2.01282 -2.43624
I: -3.87289 3.60478 -2.43364
N: -1.72104 1.88701 -3.73828
C: -2.24140 2.37571 -4.88279
C: -1.57736 2.27477 -6.08145
C: -0.33722 1.64472 -6.11337
C: 0.17761 1.11995 -4.93967
C: -0.51930 1.24096 -3.75068
C: 0.02162 0.60196 -2.50646
C: 1.52640 0.72921 -2.24899
C: 2.12670 2.11669 -2.21306
F: 3.34241 2.04182 -1.59543
F: 2.34762 2.60572 -3.45884
C: 1.29094 3.16499 -1.42941
F: 0.71004 2.56561 -0.36700
F: 0.31008 3.61401 -2.26186
C: 2.08756 4.39648 -0.92490
F: 2.94995 4.76231 -1.89453
F: 2.78167 4.05896 0.17451
C: 1.23759 5.66868 -0.58523
F: 2.09473 6.52565 0.01876
F: 0.80817 6.22767 -1.72978
C: 0.04675 5.48482 0.38901
F: 0.45594 4.75433 1.44696
F: -0.94832 4.82397 -0.23592
C: -0.53322 6.82516 0.94012
F: 0.23426 7.29831 1.92110
F: -0.63631 7.73875 -0.02529
F: -1.75174 6.56913 1.43073
H: -1.80786 0.10746 -0.30365
H: -3.43506 -0.45866 -0.20988
H: -3.15387 1.24514 0.07185
H: -2.53372 -0.11841 -2.60059
H: -1.74370 2.34975 -1.69785
H: -3.20719 2.84678 -4.83126
H: -2.03919 2.68315 -6.96792
H: 0.20064 1.55241 -7.04609
H: 1.12925 0.60960 -4.96696
H: -0.50973 0.89630 -1.61274
H: -0.16444 -0.47137 -2.61430
H: 1.72376 0.25995 -1.28500
H: 2.08510 0.15282 -2.98698
C: 2.90771 -2.50480 1.72902
S: 1.71481 -3.16789 0.56424
O: 1.60130 -2.17688 -0.54493
C: 0.26517 -2.93828 1.59522
H: 3.88265 -2.51801 1.24673
H: 2.63318 -1.48218 1.98782
H: 2.93048 -3.13443 2.61798
H: 0.17439 -1.88480 1.86152
H: 0.35696 -3.55674 2.48828
H: -0.60340 -3.25138 1.01727
C: -5.19391 -2.97255 2.59111
S: -3.61657 -2.12430 2.49929
O: -3.08323 -2.35067 1.11990
C: -2.73758 -3.23649 3.59050
H: -5.88957 -2.45505 1.93383
H: -5.06488 -4.00385 2.26364
H: -5.55942 -2.93632 3.61686
H: -2.78371 -4.25062 3.20288
H: -3.18082 -3.19674 4.58366
H: -1.70280 -2.90216 3.63950
C: -2.05531 8.20098 4.52638
S: -2.72419 6.75657 5.36179
O: -4.19626 6.93396 5.41279
C: -2.08778 7.17804 6.98856
H: -2.38239 8.16012 3.49024
H: -2.44114 9.10239 5.00179
H: -0.96631 8.17600 4.57133
H: -2.46849 8.15571 7.28264
H: -0.99807 7.17881 6.96336
H: -2.43868 6.41941 7.68455
C: -3.44065 -7.27829 6.93500
S: -3.17854 -7.37065 5.15903
O: -2.77044 -5.99682 4.72539
C: -4.90227 -7.55965 4.71374
H: -2.47100 -7.12238 7.40295
H: -4.10285 -6.44441 7.16902
H: -3.86932 -8.21818 7.28207
H: -5.47152 -6.71439 5.10120
H: -5.27545 -8.49866 5.12029
H: -4.95649 -7.58703 3.62777
C: 6.46997 4.27725 -3.00291
S: 6.57689 4.96458 -4.66013
O: 7.78288 4.37683 -5.29348
C: 7.00863 6.63029 -4.14484
H: 6.25133 3.21569 -3.09861
H: 7.42139 4.41299 -2.48889
H: 5.66437 4.76835 -2.45669
H: 7.92506 6.60045 -3.55601
H: 6.18912 7.05431 -3.56446
H: 7.16563 7.22071 -5.04468
C: -0.01039 -9.92355 4.64225
S: -0.89608 -9.74942 3.08921
O: -2.34350 -9.88743 3.39671
C: -0.37067 -11.31623 2.38693
H: -0.24509 -9.05296 5.25093
H: -0.33912 -10.83168 5.14740
H: 1.06105 -9.95720 4.44573
H: -0.67322 -12.12832 3.04751
H: 0.71104 -11.30922 2.25307
H: -0.85967 -11.42200 1.42125
C: 4.35224 -1.29248 -5.21801
S: 3.40754 -0.68486 -6.61471
O: 1.96319 -0.72650 -6.20309
C: 3.66308 -2.10341 -7.67563
H: 4.28205 -0.55589 -4.41977
H: 3.93935 -2.24469 -4.88563
H: 5.39448 -1.40358 -5.51508
H: 3.29660 -2.99918 -7.17551
H: 4.72501 -2.19145 -7.90253
H: 3.10521 -1.93406 -8.59367

---

Entry 2:
The following is a DFT calculation (ωB97M-V with the def2-TZVPD basis set) of C7H11N in the gas phase.

Computed properties:
- orbital gap (eV) = 5.6
- highest occupied orbital energy (eV) = -7.4
- energy above the lowest of the compared OMol25 structures with the same formula, charge and spin (kJ/mol) = 1009.6

CARTESIAN COORDINATES (ANGSTROEM)
C: 0.42709 2.02464 0.89180
C: -0.81975 1.03932 0.86833
C: -0.40022 -0.09765 -0.04164
C: -0.25764 -1.63732 0.80395
N: 0.24713 -1.93045 2.13173
C: 0.78353 -0.94343 -0.09996
C: -0.01009 0.21266 -1.33633
C: 0.04490 -0.60095 -2.56583
H: 1.36099 1.63967 1.36591
H: 0.19896 3.06869 1.07105
H: 0.57537 1.81803 -0.17273
H: -1.04453 0.76229 1.91378
H: -1.69321 1.54120 0.35498
H: -1.07470 -2.24000 0.41567
H: -0.04776 -1.19957 2.76975
H: 1.70904 -0.82112 0.36551
H: 0.94302 -0.48913 -3.17603
H: -0.85603 -0.43558 -3.28939
H: -0.08611 -1.71129 -2.27057

---

Entry 3:
The following is a DFT calculation (ωB97M-V with the def2-TZVPD basis set) of 2 unconnected molecules or ions with the total composition C10H21N2O.

Computed properties:
- orbital gap (eV) = 8.1
- highest occupied orbital energy (eV) = -12.0
- energy above the lowest of the compared OMol25 structures with the same formula, charge and spin (kJ/mol) = 0.0
- net charge = +1

CARTESIAN COORDINATES (ANGSTROEM)
C: -3.01411 -1.24019 0.74171
C: -2.89338 -0.05261 0.11913
C: 1.58845 -0.01543 0.32666
C: 5.47062 -0.74089 0.48862
C: -3.70978 -2.45643 0.10229
C: -2.62461 2.30963 -0.03090
C: -0.52547 1.02294 -1.37894
C: 0.22232 -0.17247 0.75604
C: -2.06411 1.06287 0.60170
C: -0.58772 1.02988 0.17166
N: 4.83681 -0.44490 -0.57664
N: 2.17117 -0.74235 -0.60188
O: 6.67783 -0.43859 0.83987
H: -2.60262 -1.37483 1.66980
H: -3.40915 -0.04296 -0.86503
H: 2.16268 0.80317 0.84871
H: -3.71601 -2.32229 -1.06336
H: -3.15480 -3.31680 0.41407
H: -4.63823 -2.57223 0.48560
H: -1.88789 3.19229 0.06040
H: -2.95590 2.24092 -1.03360
H: -3.51152 2.56005 0.53213
H: -1.10222 0.05813 -1.69693
H: -0.85494 1.91281 -1.81593
H: 0.52240 0.76860 -1.56641
H: -0.02113 0.03436 1.81621
H: -0.29116 -0.98692 0.26542
H: -2.27170 1.20301 1.66540
H: -0.02395 1.89303 0.50570
H: 3.18412 -0.60737 -0.75894
H: 5.25314 0.15291 -1.27446
H: 1.70093 -1.46266 -1.13634
H: 4.88511 -1.03195 1.37916
H: 7.18482 -0.22274 0.00909

---

Entry 4:
The following is a DFT calculation (ωB97M-V with the def2-TZVPD basis set) of a gas-phase ion, C3H5Cl2N4 (charge +1).

Computed properties:
- orbital gap (eV) = 8.2
- highest occupied orbital energy (eV) = -13.4
- energy above the lowest of the compared OMol25 structures with the same formula, charge and spin (kJ/mol) = 670.7
- net charge = +1

CARTESIAN COORDINATES (ANGSTROEM)
C: 0.01340 0.97121 0.58707
C: -0.13921 1.68286 -0.81425
C: 0.98822 -0.62473 2.05279
N: -1.03921 0.82965 -0.38911
N: 0.75648 -0.20775 0.80145
N: -2.09848 0.11881 -0.64872
N: 0.98213 -0.89334 -0.41271
Cl: 0.50925 2.23312 -2.19956
Cl: 1.73419 -2.21268 1.96962
H: -0.31948 1.46859 1.46134
H: -2.11104 -0.55889 0.09368
H: -2.04859 -0.39307 -1.51712
H: 1.78746 -0.54723 -0.87254
H: 0.98487 -1.86656 -0.11194

---

Entry 5:
The following is a DFT calculation (ωB97M-V with the def2-TZVPD basis set) of C18H29NO3 in the gas phase.

Computed properties:
- orbital gap (eV) = 9.7
- highest occupied orbital energy (eV) = -9.0
- energy above the lowest of the compared OMol25 structures with the same formula, charge and spin (kJ/mol) = 0.6

CARTESIAN COORDINATES (ANGSTROEM)
C: 3.27212 2.67391 -3.02951
C: 3.75647 2.30141 -1.64136
H: 4.72112 1.78319 -1.67751
H: 3.87125 3.18681 -1.00578
O: 2.79056 1.43155 -1.04488
C: 3.09822 0.91397 0.14254
O: 4.12014 1.15231 0.73382
C: 2.00499 -0.01754 0.63485
H: 1.16798 0.07254 -0.05684
C: 2.56133 -1.44873 0.60597
C: 1.69143 -2.44619 1.37436
C: 1.52625 -1.97427 2.81541
C: 0.76524 -0.65346 2.78249
C: 1.60105 0.40082 2.05318
H: 1.05273 1.34510 2.00881
H: 2.51607 0.57470 2.62522
H: 0.59046 -0.29996 3.80489
C: -0.61178 -0.87798 2.13780
N: -0.50258 -1.43929 0.81386
C: -1.06997 -0.98550 -0.33269
O: -0.89760 -1.57083 -1.38778
C: -1.95089 0.25811 -0.25465
C: -3.33433 -0.16415 0.27525
C: -4.40416 0.81559 -0.19457
C: -4.58165 0.72812 -1.71488
C: -3.26878 0.34523 -2.40673
C: -2.07322 0.90394 -1.64556
H: -1.15966 0.70763 -2.20850
H: -2.18209 1.98547 -1.54090
H: -3.16240 -0.73833 -2.45679
H: -3.26610 0.72249 -3.43053
H: -5.34450 -0.01424 -1.95656
H: -4.93392 1.69122 -2.08993
H: -5.35061 0.59984 0.30472
H: -4.10609 1.82626 0.09255
H: -3.57780 -1.16161 -0.09624
H: -3.32194 -0.21338 1.36596
H: -1.50152 0.99381 0.41824
C: 0.30579 -2.64219 0.75323
H: 0.38690 -2.92144 -0.29883
H: -0.21367 -3.44670 1.29100
H: -1.15432 0.06437 2.11274
H: -1.17862 -1.57743 2.76978
H: 2.50154 -1.83613 3.28447
H: 0.97163 -2.71551 3.39529
H: 2.19724 -3.41755 1.35696
H: 2.66158 -1.77050 -0.43241
H: 3.55719 -1.43877 1.05704
H: 3.99294 3.33367 -3.50357
H: 2.31235 3.17949 -2.96760
H: 3.15364 1.78010 -3.63581

---

Entry 6:
The following is a DFT calculation (ωB97M-V with the def2-TZVPD basis set) of 2 unconnected molecules or ions with the total composition C4H12.

Computed properties:
- orbital gap (eV) = 12.0
- highest occupied orbital energy (eV) = -10.9
- energy above the lowest of the compared OMol25 structures with the same formula, charge and spin (kJ/mol) = 174.8

CARTESIAN COORDINATES (ANGSTROEM)
C: -0.18312 -0.06657 2.25999
C: -1.03798 0.86334 1.32180
H: -0.07814 0.65176 3.23896
H: -0.38708 -1.05264 2.55400
H: 0.87148 0.01492 2.02543
H: -1.77940 1.22673 1.96478
H: -1.68493 0.50251 0.46578
H: -0.34211 1.49783 0.73274
C: 0.29098 -0.37266 -1.09117
C: 0.86073 -0.53613 -2.60271
H: 0.92742 0.41648 -0.55828
H: -0.80245 -0.07514 -1.05892
H: 0.47173 -1.31583 -0.54018
H: 0.23746 0.16099 -3.13890
H: 0.67627 -1.64544 -3.03869
H: 1.95914 -0.27013 -2.53462